C3H4AgO2 | wB97M-V/def2-TZVPD

Last column: Löwdin spin population.
Cartesian coordinates (Å):
1 H 3.830 0.624 -0.469  0.51
2 O 0.197 0.983 0.419  0.10
3 O -0.092 -1.130 0.301  0.04
4 C -0.994 0.856 -0.273  0.63
5 C -1.344 -0.583 -0.213  0.10
6 C 0.738 -0.193 0.614  0.13
7 H -1.618 1.740 -0.342  0.03
8 H -2.149 -0.840 0.493  0.03
9 H -1.552 -1.055 -1.184  0.03
10 Ag 2.984 -0.403 0.655  0.40

Values from the calculation:
- HOMO level (spin up / spin down) (eV) = -12.8 / -15.8
- relative energy (zero: lowest compared OMol25 entry of this formula, charge and spin) (kcal per mole) = 0.0
- frontier orbital gap (spin up / spin down) (eV) = 8.4 / 8.3
- charge = +1
- multiplicity = 3
- DFT total energy (eV) = -11257.1457